No. 1
5
Properties=species:S:1:pos:R:3 method="wB97M-V/def2-TZVPD" de_lowest_kcal_mol=50.7 e_homo_ev=-11.31
Br -2.72745 0.03655 -0.01513
Si -0.49130 0.36738 0.02117
F 0.10267 2.37924 0.16850
H 0.05072 -0.38399 1.22815
H -0.24105 0.06383 -1.29618


No. 2
18
Properties=species:S:1:pos:R:3 method="wB97M-V/def2-TZVPD" de_lowest_kcal_mol=73.2 charge=+1 e_homo_ev=-13.19
N 1.17226 1.50105 0.35018
C -1.85989 0.21122 0.54735
C 0.96581 -1.04863 0.03386
C 1.59827 0.29258 -0.67338
C -1.68082 -0.93651 -0.39343
C -0.49438 -1.46393 -0.50602
H 1.26220 0.46491 -1.69204
H 0.77614 2.16701 -0.36081
H -1.80312 1.22770 0.00486
H -2.93261 0.19030 0.67276
H 2.64568 0.59052 -0.69519
H 2.04191 1.84191 0.70245
H -2.58819 -1.37018 -0.88109
H -1.47674 0.18956 1.57610
H 0.74424 -0.86767 1.18187
H 0.54795 1.38025 1.16569
H 1.58066 -1.82981 -0.21546
H -0.49939 -2.54030 -0.81769